(1)
Below is a molecular structure, C42H42CrO2P2 in a non-equilibrium geometry, with properties calculated with ωB97M-V/def2-TZVPD.

As for the total charge: 0. Its expectation value of S² is 6.252. The calculation puts the total energy at -3503.0777 Eh. As for the multiplicity: 5. As for the gap between HOMO and LUMO (alpha / beta): 0.2435 / 0.2041 Eh. As for the relative energy (zero: lowest compared OMol25 entry of this formula, charge and spin): 0.0 kcal per mole. The HOMO energy (alpha / beta) comes out at -6.45 / -6.46 eV.

```
89
Properties=species:S:1:pos:R:3:mulliken_spin:R:1
Cr 0.13661 0.44673 -2.53143 3.3460
C -1.47467 1.04944 -3.69323 0.1683
C -1.49522 -0.36954 -3.45251 0.0094
C -0.91815 -1.39751 -4.38945 -0.0461
C 0.50752 -1.06780 -4.91973 0.0335
C 1.35630 -0.17622 -4.04259 -0.4302
C 1.31944 1.27052 -3.97648 0.0331
C 0.49494 2.11140 -4.92763 -0.0007
C -0.98957 1.68483 -4.98512 0.1162
C 1.79050 0.22133 2.06071 -0.0050
H -2.29462 1.62538 -3.22359 -0.0125
H -2.33430 -0.71335 -2.81854 0.0468
H -1.58705 -1.57411 -5.24654 0.0089
H -0.89975 -2.36057 -3.86460 -0.0087
H 1.05205 -2.02170 -5.01733 -0.0075
H 0.43732 -0.65616 -5.93671 -0.0054
H 2.28280 -0.67190 -3.69826 -0.0218
H 2.26606 1.77224 -3.74216 -0.0002
H 0.92148 2.12433 -5.94506 -0.0114
H 0.53000 3.16235 -4.60020 -0.0229
H -1.60859 2.57166 -5.21146 0.0056
H -1.15094 0.99776 -5.82918 0.0060
H 1.05148 1.02586 2.22228 -0.0102
H 2.67677 0.43925 2.69888 0.0043
H 1.32335 -0.70670 2.40467 0.0020
P -1.41747 -0.80404 0.05711 0.1630
P 2.31543 0.12698 0.37093 0.0303
C 0.02833 -1.19213 -0.88548 0.0746
C 1.32671 -0.54634 -0.97910 0.0522
C -2.37900 -2.31901 0.08428 0.0358
C -2.67165 -3.28667 -0.91252 0.0148
C -3.39253 -4.42876 -0.52903 0.0040
C -3.78037 -4.63733 0.80167 -0.0035
C -3.42329 -3.70490 1.78417 0.0091
C -2.72764 -2.56154 1.43248 0.0339
C -2.42336 0.66119 -0.27675 0.0636
C -1.90608 1.98091 -0.22619 0.1293
C -2.79852 3.06039 -0.20406 -0.0019
C -4.16474 2.83953 -0.38447 0.0286
C -4.67450 1.54354 -0.49418 -0.0087
C -3.81317 0.46064 -0.39198 0.0322
C 3.70726 -1.01294 0.48276 0.0029
C 3.43111 -2.29625 0.99681 0.0106
C 4.48726 -3.15041 1.31317 -0.0015
C 5.80895 -2.74832 1.07539 0.0021
C 6.06930 -1.49311 0.51389 -0.0013
C 5.02068 -0.61250 0.22003 0.0032
C 2.83270 1.77142 -0.14764 0.0311
C 2.73285 2.81354 0.78802 0.0095
C 3.02330 4.12309 0.41093 0.0013
C 3.38408 4.41282 -0.90915 -0.0005
C 3.51805 3.38132 -1.84265 0.0087
C 3.28075 2.06003 -1.45317 0.0068
H 0.05077 -2.25292 -1.17208 -0.0003
H 1.99100 -1.18506 -1.58472 0.0305
H -2.34389 -3.16108 -1.95390 0.0040
H -3.65366 -5.18713 -1.27208 0.0008
H -4.33457 -5.53799 1.08473 -0.0003
H -3.68027 -3.87595 2.82600 -0.0002
H -2.38309 -1.84198 2.18720 0.0041
H -0.83940 2.10135 -0.18689 0.0247
H -2.42763 4.07819 -0.03382 0.0004
H -4.85654 3.67499 -0.31901 0.0018
H -5.74531 1.37353 -0.61949 0.0006
H -4.21389 -0.54881 -0.37064 0.0032
H 2.38830 -2.60079 1.14938 -0.0016
H 4.26678 -4.13545 1.73006 0.0000
H 6.62872 -3.42373 1.31479 0.0001
H 7.09590 -1.19774 0.29220 0.0000
H 5.21068 0.36696 -0.22393 0.0005
H 2.42486 2.59440 1.80958 -0.0005
H 2.94253 4.91935 1.15528 0.0001
H 3.57420 5.44033 -1.20403 -0.0003
H 3.80135 3.61028 -2.87426 0.0001
H 3.41391 1.24599 -2.18015 -0.0130
O -1.09166 1.48905 3.06751 -0.0001
C -1.14633 0.33629 3.55313 -0.0012
O -0.87333 -0.79787 3.03513 0.0137
C -1.54070 0.24163 5.01635 0.0049
C -1.67869 -1.02044 5.63244 -0.0003
C -1.99986 -1.12898 6.98963 -0.0002
C -2.17819 0.02890 7.77258 0.0001
C -2.03861 1.29426 7.16485 0.0002
C -1.71991 1.39644 5.80233 -0.0004
H -1.52364 -1.91944 5.03259 0.0004
H -2.09657 -2.12100 7.43854 0.0000
H -2.43565 -0.05837 8.83479 0.0000
H -2.16942 2.20574 7.75651 0.0000
H -1.60637 2.36831 5.31943 0.0000
```

(2)
Below is a single C3H5NO2 molecule, with properties calculated with ωB97M-V/def2-TZVPD.

As for the total charge: 0. The calculation puts the total energy at -322.5039 Eh. As for the multiplicity: 1. As for the gap between HOMO and LUMO: 0.4118 Eh. As for the relative energy (zero: lowest compared OMol25 entry of this formula, charge and spin): 44.2 kcal per mole. The HOMO energy comes out at -10.31 eV. As for the structure (SMILES): [H]/N=C(\O)[C@@H]1CO1.

```
11
Properties=species:S:1:pos:R:3:lowdin_charge:R:1
O 1.40853 -0.74005 0.16450 -0.0486
C 0.09942 -0.41146 0.62466 -0.2132
C 1.21536 0.51503 0.81088 -0.0801
N -2.04735 0.28143 -0.18317 0.1549
C -0.88832 -0.13112 -0.47137 -0.4685
O -0.40446 -0.31937 -1.71611 0.0866
H 0.50600 -0.65384 -1.61975 0.1079
H -0.26628 -0.99849 1.46338 0.1537
H 1.67568 0.60513 1.79160 0.1176
H 1.28406 1.39064 0.16785 0.1268
H -2.58261 0.46208 -1.03247 0.0630
```

(3)
Below is a single C6H13N molecule in a non-equilibrium geometry, with properties calculated with ωB97M-V/def2-TZVPD.

As for the total charge: 0. The calculation puts the total energy at -291.0508 Eh. As for the multiplicity: 1. As for the gap between HOMO and LUMO: 0.2807 Eh. As for the relative energy (zero: lowest compared OMol25 entry of this formula, charge and spin): 67.8 kcal per mole. The HOMO energy comes out at -6.68 eV. As for the structure (SMILES): CC/C(C)=C(/C)N.

```
20
Properties=species:S:1:pos:R:3:lowdin_charge:R:1
C -1.42093 0.50514 -1.98114 -0.1384
C -0.00614 0.71596 -1.39486 -0.2711
N 0.11723 -2.10413 0.02480 0.0423
C 0.63687 -0.86438 0.57374 -0.3160
C 0.23771 0.38731 0.02989 -0.3016
C -0.32338 1.33888 1.11660 -0.0739
C 1.67649 -0.85755 1.69342 -0.0585
H -2.31830 0.73779 -1.30856 0.0822
H -1.77639 -0.55879 -1.99366 0.0568
H -1.50999 1.12494 -2.89960 0.0704
H 0.70193 0.21086 -2.05332 0.0955
H 0.27407 1.81011 -1.76569 0.1411
H -0.71103 -1.96640 -0.66051 0.1018
H -0.06319 -2.88549 0.75224 0.1169
H -1.04158 1.92457 0.50201 0.0736
H -0.84509 0.84361 2.00348 0.0978
H 0.39342 2.04858 1.43211 0.0416
H 2.59261 -0.26840 1.31374 0.1070
H 1.38571 -0.27674 2.55040 0.0523
H 1.99997 -1.86589 2.06491 0.0801
```

(4)
Below is 3 unconnected molecules or ions with the total composition C15H27B4FO14S2 in a non-equilibrium geometry, with properties calculated with ωB97M-V/def2-TZVPD.

As for the total charge: 0. The calculation puts the total energy at -2637.3158 Eh. As for the multiplicity: 1. As for the gap between HOMO and LUMO: 0.3613 Eh. The HOMO energy comes out at -9.66 eV. As for the structure (SMILES): O=C(OB1OB(CCF)OB(OB(O)O)O1)c1ccccc1.CCOS(C)(=O)=O.CCOS(C)(=O)=O.

```
63
Properties=species:S:1:pos:R:3:lowdin_charge:R:1
O 4.09365 2.71591 2.27764 0.1769
C 4.58341 1.65240 2.03804 -0.3803
O 5.90396 1.38393 2.36122 0.2446
B 6.84369 1.52391 1.37995 -0.6811
O 8.07603 0.92352 1.55955 0.3410
B 8.83674 0.75906 0.41020 -0.4891
C 9.61973 -0.56180 0.11127 -0.0300
C 10.48099 -1.07275 1.24207 -0.1998
F 11.00089 -2.33352 0.91351 -0.0711
O 8.77559 1.78907 -0.51872 0.3417
B 7.45021 2.05708 -0.83163 -0.6585
O 7.00690 2.06247 -2.10698 0.3608
B 5.63653 2.26285 -2.32542 -0.7394
O 5.18671 3.54185 -2.47559 0.2267
O 4.77999 1.18482 -2.33314 0.2050
O 6.56257 2.22883 0.22768 0.3707
C 3.86892 0.50600 1.41125 -0.1175
C 4.54427 -0.62320 0.94323 -0.0054
C 3.83955 -1.64620 0.32337 -0.0653
C 2.45833 -1.55621 0.19198 -0.0631
C 1.77827 -0.44479 0.68069 -0.0543
C 2.48268 0.58848 1.28300 0.0031
H 8.86991 -1.32629 -0.12856 0.1325
H 10.21849 -0.42395 -0.79060 0.1225
H 9.91356 -1.19641 2.16439 0.1226
H 11.34237 -0.42389 1.40519 0.1243
H 4.58581 3.65711 -3.21555 0.1158
H 4.95135 0.52845 -3.01292 0.1155
H 5.61444 -0.71044 1.07235 0.1185
H 4.36779 -2.51175 -0.05261 0.1044
H 1.91449 -2.36150 -0.28609 0.1080
H 0.70194 -0.39920 0.58658 0.0786
H 1.96738 1.46395 1.65491 0.1218
O -1.50243 -1.15911 0.83791 -0.2907
S -2.49052 -1.49982 1.82041 0.5635
O -2.97262 -2.84388 1.88417 -0.2702
O -3.70183 -0.49138 1.69237 -0.2610
C -4.31619 -0.33156 0.38657 -0.2361
C -5.20595 -1.48998 -0.00176 -0.0702
C -1.94471 -0.99915 3.41427 -0.1185
H -3.53145 -0.15605 -0.35070 0.1133
H -4.89512 0.58527 0.47451 0.1236
H -4.63166 -2.40429 -0.14769 0.0752
H -5.72863 -1.26148 -0.92698 0.0562
H -5.94697 -1.68293 0.77279 0.0902
H -1.59292 0.02710 3.36113 0.0756
H -1.13385 -1.66957 3.69053 0.0780
H -2.77264 -1.09791 4.11058 0.0757
O -8.08413 -0.98446 -1.41062 -0.2806
S -8.58942 0.21086 -2.01688 0.5607
O -8.40280 1.46967 -1.36441 -0.2725
O -10.12181 -0.00250 -2.35856 -0.2632
C -10.99775 -0.42235 -1.28209 -0.2435
C -11.33092 0.69831 -0.32106 -0.0718
C -8.00823 0.32546 -3.67214 -0.1186
H -10.54599 -1.27400 -0.77211 0.1142
H -11.89178 -0.77561 -1.79059 0.1216
H -10.45365 1.02377 0.23506 0.0716
H -12.08068 0.35183 0.39037 0.0825
H -11.72528 1.56005 -0.85880 0.0855
H -8.16583 -0.62810 -4.16740 0.0761
H -6.94721 0.55830 -3.61454 0.0768
H -8.54414 1.12575 -4.17460 0.0763
```

M values (in g mol⁻¹) by entry order: 692.7 87.1 99.2 557.7.